This record from the OMol25 dataset describes a single C5H10O molecule. The level of theory is ωB97M-V/def2-TZVPD.

Properties
- Electronic energy: -7389.548 eV
- Energy relative to the best compared isomer or geometry (same formula, charge and spin): 503.4 kJ/mol
- Max |F|: 0.0083 Eh/bohr
- Molar mass: 86.13 Da
- LUMO energy: 0.0337 Eh
- HOMO-LUMO gap: 0.2834 Ha

Cartesian coordinates (Å):
O (0.858, 0.683, 1.382)
C (0.794, 1.155, -0.075)
C (1.085, -0.843, 0.511)
C (-1.159, -0.344, -0.390)
C (0.071, -1.249, -0.529)
C (-0.649, 1.108, -0.489)
H (1.194, 2.177, -0.087)
H (-0.710, 1.476, -1.521)
H (0.505, -1.122, -1.525)
H (-1.917, -0.581, -1.145)
H (2.128, -0.846, 0.224)
H (-1.625, -0.524, 0.590)
H (-0.209, -2.301, -0.374)
H (0.015, 0.846, 1.863)
H (-1.309, 1.766, 0.116)
H (0.929, -1.399, 1.449)